Record 1
Density functional theory data (wB97M-V/def2-TZVPD) for a structure of composition C57H52N6O6Y at a distorted geometry.

## Properties
Total charge: -1
E_LUMO, eV: 1.52
Energy above the lowest of the compared OMol25 structures with the same formula, charge and spin, eV: 0.4022
Highest occupied orbital energy, eV: -3.709

Last column: Mulliken charge in e.
Atoms and positions in Å:
Y -0.15606 0.14169 -0.19057  0.14
O -1.67246 -1.40088 1.51484  -0.57
O 2.80749 -6.74959 5.68700  -0.47
O -2.77549 -3.37564 -0.16543  -0.80
O 2.18859 -5.68854 -6.91593  -0.47
O 2.21552 7.04169 -5.73967  -0.48
O 0.60786 5.72673 7.22311  -0.46
N 1.54183 0.31224 -1.96067  -0.51
N 1.22062 -1.94170 -0.15621  0.74
N 0.92232 -0.06856 2.10128  0.82
N -1.75182 1.95611 -0.28394  0.39
N -4.20112 -2.70410 -1.76558  -0.36
N 1.18615 2.16043 0.27434  -0.17
C 1.17375 -1.21823 2.79528  0.31
C 1.65498 6.61803 7.52896  -0.86
C 1.53939 4.39486 -0.14329  -1.58
C 0.91706 -4.11257 -3.84248  -0.31
C 3.03886 5.09960 -4.71745  -1.07
C 2.00466 -4.85773 -5.84748  0.95
C 0.95798 2.32015 2.71812  1.80
C 2.52033 -5.68217 4.88398  1.00
C 1.58687 -2.59359 -1.29143  -0.21
C -1.88670 2.90526 -1.26572  0.48
C 0.76779 4.93932 6.11746  1.01
C 1.94498 4.10399 4.19820  -0.70
C 0.90092 3.24278 3.88406  -0.70
C 3.00530 -3.60014 3.79178  -0.07
C 0.82539 4.91122 -3.07879  -0.49
C 2.77166 -2.88786 -4.69827  -0.58
C 1.62583 1.48737 -2.63762  0.65
C -2.32548 4.10040 -0.72305  -0.94
C 1.61933 -2.05670 -2.60325  2.07
C -2.16919 2.55002 0.87922  0.82
C 4.09405 -6.79301 6.25988  -0.85
C 1.25883 -5.67718 4.29772  -0.85
C 1.47042 -2.79332 0.87917  0.59
C 1.14763 7.93861 -5.93628  -0.83
C 1.57080 -0.69012 -2.89117  0.17
C 1.39479 -2.48604 2.24825  0.89
C 0.92833 5.96522 -3.97644  -0.73
C 1.15237 0.40967 4.33824  -1.80
C -2.50770 3.87187 0.66139  -1.35
C -1.64653 -0.78957 -1.88814  -0.67
C -0.28475 4.07604 5.82547  -1.03
C 1.28312 -0.93072 4.20616  -1.85
C 2.06881 -3.91547 -0.96739  -1.70
C 1.64140 2.77547 -2.06567  0.95
C -1.84919 -2.31923 -2.13897  1.00
C 1.77625 -3.01908 -3.72465  0.05
C -0.21356 3.24028 4.72924  0.23
C -1.78863 2.58016 -2.72735  -1.17
C 1.10125 2.86348 1.43801  0.84
C 1.45304 3.06066 -0.70686  0.62
C 3.39634 -4.63469 4.63259  -0.72
C 1.98828 -4.04137 0.37907  -2.02
C 1.88881 4.94865 5.30155  -0.68
C 2.92268 4.05261 -3.82316  -0.11
C 1.59938 -0.11497 -4.21631  -1.82
C -2.38544 1.75562 2.13280  -1.03
C -2.94310 -2.85316 -1.26773  -0.22
C 1.01911 -5.02355 -4.88436  -0.78
C 1.28707 4.27588 1.17402  -1.49
C 1.64604 1.22734 -4.06177  -1.10
C 1.75313 -3.58717 3.19106  -0.83
C 1.27624 -6.75367 -7.05994  -0.83
C 2.88598 -3.78740 -5.74015  -0.97
C 1.80648 3.92662 -2.99238  -0.22
C 0.88406 -4.64295 3.46016  0.10
C 2.03292 6.05565 -4.81252  0.91
C 0.95034 0.94089 3.00793  -0.21
H -2.12027 -2.52848 -3.18253  0.49
H 1.83149 7.32826 6.71526  0.34
H 0.24517 -6.39488 -7.13033  0.33
H 2.58728 6.08668 7.74564  0.33
H 4.87466 -6.81814 5.49330  0.33
H 3.90994 5.19234 -5.35447  0.41
H -0.96980 -1.77012 2.06616  0.28
H 3.48759 -2.08011 -4.61852  0.60
H 1.77146 5.29641 -0.68388  0.56
H 0.21537 7.41347 -6.16293  0.34
H 3.71584 3.31792 -3.75827  0.51
H -0.79462 2.26409 -3.04120  0.23
H -2.06491 3.45870 -3.31269  0.38
H -3.13457 0.97802 1.96630  0.22
H 1.22670 5.06507 1.90374  0.61
H 1.22400 0.99439 5.24048  0.52
H -1.47716 1.26161 2.48399  0.02
H 0.32158 -5.84892 -4.92447  0.39
H 1.34934 -7.46244 -6.22940  0.32
H 1.56245 -0.66418 -5.14253  0.64
H 1.42467 8.55760 -6.78675  0.24
H 1.34139 7.16187 8.41703  0.25
H -0.93535 -2.86143 -1.91097  -1.02
H -1.03690 2.57300 4.51218  0.51
H -2.48134 1.77173 -2.97562  0.29
H 2.29034 -4.88215 0.98176  0.43
H 0.14017 -4.26172 -3.10714  0.53
H -2.86954 4.57312 1.40084  0.40
H 0.58661 -6.49918 4.50967  0.41
H 2.83354 4.10484 3.57962  0.52
H -2.65357 -0.34868 -1.83055  0.54
H 4.27284 -5.93894 6.92037  0.32
H -0.09714 -4.65139 3.00075  0.53
H -4.97412 -2.88108 -1.14817  0.26
H 2.46172 -4.63236 -1.66868  0.54
H -2.01814 -2.15851 1.00100  0.29
H 4.38373 -4.61215 5.07345  0.37
H 1.46808 -1.66136 4.97679  0.55
H 0.13814 6.70355 -4.01261  0.40
H 0.98886 8.58194 -5.06520  0.31
H 1.64111 1.97315 -4.83916  0.59
H -0.04802 4.83390 -2.44074  0.51
H 3.69216 -2.78636 3.59385  0.49
H -2.74924 2.41487 2.92217  0.34
H -2.53917 5.00841 -1.27200  0.47
H -1.15240 4.08355 6.47317  0.43
H 2.72580 5.60015 5.51512  0.35
H 3.66258 -3.68912 -6.48859  0.40
H 1.54115 -7.25784 -7.98628  0.25
H 4.13592 -7.70880 6.84454  0.24
H -4.34581 -2.09234 -2.54918  0.24
H -1.24141 -0.39949 -2.83621  0.30



Record 2
Density functional theory data (wB97M-V/def2-TZVPD) for a cluster of 2 separate species, C3H8NO in total at a distorted geometry.

## Properties
E_LUMO (alpha / beta), eV: 0.92 / -1.77
Energy above the lowest of the compared OMol25 structures with the same formula, charge and spin, eV: 1.3282
Expectation value of S²: 0.754
Highest occupied orbital energy (alpha / beta), eV: -9.465 / -9.476
2S+1: 2

Last column: Löwdin spin population.
Atoms and positions in Å:
O 0.06442 1.46180 0.83147  0.80
N -1.15613 -1.71236 -0.73561  0.01
C -0.62276 -1.70593 0.39572  0.00
C 1.41337 1.57989 0.96885  0.10
C -1.08101 -0.45598 -1.49415  0.01
H -0.43328 -0.58453 -2.35164  0.00
H -2.09822 -0.19574 -1.78985  0.00
H 1.89282 0.58719 0.97858  0.04
H -0.09444 -0.86140 0.84154  0.00
H -0.76491 0.32514 -0.79975  0.00
H -0.66797 -2.58249 1.04598  0.00
H 1.90276 2.13553 0.15975  0.00
H 1.64536 2.00888 1.94911  0.04



Record 3
Density functional theory data (wB97M-V/def2-TZVPD) for an isolated molecule of C14H19ClN2O.

## Properties
E_LUMO, eV: 0.57
Energy above the lowest of the compared OMol25 structures with the same formula, charge and spin, eV: 0.9199
Highest occupied orbital energy, eV: -8.659
SMILES: CCCCCC(=O)N/N=C(\C)c1ccc(Cl)cc1

Last column: Mulliken charge in e.
Atoms and positions in Å:
Cl 2.36441 6.91235 -0.12344  -0.22
O -0.11886 -1.39045 -2.12247  -0.66
N -1.27631 -0.13863 -0.60509  0.33
N -0.60593 1.04821 -0.51654  -1.04
C 0.66177 1.19116 -0.47494  0.83
C -1.47965 -3.75698 0.68397  -0.87
C 1.87435 5.25791 -0.21870  0.42
C 1.70765 0.12164 -0.47251  -1.51
C -1.06435 -1.24404 -1.37434  0.40
C 2.23857 2.95945 0.33181  -0.31
C -2.19481 -2.25424 -1.26609  -0.71
C 2.62638 4.28318 0.41734  -0.78
C -0.11368 -2.16816 2.13674  -1.30
C 0.73130 4.91946 -0.92711  -0.75
C -2.50415 -2.75515 0.14927  -0.59
C -0.10076 -3.17263 0.98937  -0.05
C 1.09774 2.59483 -0.38053  0.36
C 0.34875 3.59529 -1.00008  -0.30
H 2.82056 2.21215 0.84910  0.41
H 1.50782 -0.59449 -1.26964  0.41
H -1.36425 -4.56066 -0.04684  0.33
H -0.60211 -2.59525 3.01070  0.40
H 1.67227 -0.42207 0.47208  0.24
H 2.69965 0.53904 -0.61263  0.46
H -2.59441 -1.91810 0.84312  0.38
H 0.30755 -2.70707 0.09263  0.12
H -2.21459 -0.02267 -0.24110  0.35
H 0.15230 5.68749 -1.41555  0.41
H -1.88004 -4.20048 1.59954  0.39
H -3.47568 -3.25510 0.11809  0.33
H 0.56247 -3.99889 1.25653  0.39
H -0.63638 -1.25492 1.86221  0.25
H 3.50709 4.56041 0.97543  0.41
H -1.93151 -3.09897 -1.90473  0.31
H 0.90386 -1.90207 2.41611  0.36
H -3.09009 -1.78559 -1.68492  0.39
H -0.53695 3.31404 -1.54682  0.42



Record 4
Density functional theory data (wB97M-V/def2-TZVPD) for a structure of composition C33H40GaN4O4S.

## Properties
Total charge: -1
E_LUMO, eV: 2.61
Energy above the lowest of the compared OMol25 structures with the same formula, charge and spin, eV: 1.2203
Highest occupied orbital energy, eV: -2.969

Last column: Mulliken charge in e.
Atoms and positions in Å:
Ga -0.87043 0.76763 -0.98545  0.19
S -2.60661 -1.38928 2.17359  -0.41
O -1.21328 -2.66721 -5.06030  -0.71
O -0.43792 0.90247 -2.97879  -0.91
O -2.42377 1.71947 -0.47599  -0.70
O -0.09736 3.06839 0.41490  -0.28
N -0.31489 -2.79498 1.88300  0.08
N -1.70786 -2.95610 0.18823  -0.18
N -2.29688 -0.43594 -2.04374  0.31
N -1.71401 -0.99767 -3.15801  -0.90
C -5.67458 1.58909 1.07625  -0.52
C 0.85371 3.32587 1.12164  -1.23
C 2.36488 1.26165 -1.32961  -1.44
C 0.10069 2.02144 3.12838  1.05
C 2.34709 -1.18122 -1.66315  -1.60
C -4.40878 1.99806 0.71922  -0.35
C -3.52943 -0.64250 -1.79453  -0.32
C 2.45634 2.60087 2.86780  0.67
C 0.49683 -3.40196 0.83698  0.25
C 1.01545 0.23293 -5.24865  -0.41
C -0.46157 -3.48868 -0.35771  -0.03
C 2.07892 0.37340 5.92594  -1.60
C -3.62238 1.26210 -0.18872  0.39
C 1.75879 -0.09768 -6.36554  -0.95
C 0.53406 -0.20633 -0.18226  1.29
C 1.49052 -1.29276 -7.02754  -0.28
C 0.49422 -2.13708 -6.57797  -0.67
C 1.99703 -0.07180 -0.65306  2.30
C -0.26014 -1.80513 -5.45067  0.45
C 2.93197 -0.23205 0.55209  -1.48
C 0.00427 -0.60119 -4.77467  0.42
C -1.34486 2.08919 2.73097  -1.23
C 0.44075 1.29544 4.26345  -0.91
C -6.23824 0.43580 0.52769  -0.73
C -5.50164 -0.28100 -0.38881  -0.86
C 1.75229 1.19047 4.70566  0.66
C 2.74725 1.85901 4.00449  -0.71
C 0.32053 -2.23729 3.04721  -1.02
C -4.20753 0.10086 -0.75548  0.94
C -1.50794 -2.38841 1.40936  0.22
C -0.74312 -0.19710 -3.56162  0.67
C 1.12935 2.66459 2.41612  1.57
C 3.59150 3.26647 2.12688  -1.83
H -1.60901 3.05299 2.30063  0.39
H 3.42307 1.27763 -1.62567  0.51
H -0.44683 -1.82108 3.69538  0.39
H 1.65103 -0.62782 5.84886  0.30
H 2.23932 -2.16969 -1.21067  0.11
H -0.11098 -2.85436 -1.17165  -0.16
H -4.09820 -1.34070 -2.41230  0.34
H 1.66781 0.83389 6.82695  0.34
H -5.91842 -1.17514 -0.84076  0.34
H 3.15620 0.27432 6.05892  0.36
H 2.06687 -1.56980 -7.90240  0.36
H 1.01357 -1.43795 2.75935  0.16
H 2.77239 -1.19313 1.04958  0.20
H 1.75720 1.42111 -2.22208  0.01
H -1.57135 1.33530 1.97617  -0.18
H 1.33580 -2.74036 0.60890  -0.51
H 2.73945 0.54878 1.29104  0.09
H -2.32306 -2.43769 -0.41980  0.09
H 3.98575 -0.17973 0.25372  0.41
H 4.53781 3.03329 2.61429  0.38
H 3.37671 -1.08871 -2.03421  0.47
H 2.54202 0.56185 -6.71537  0.40
H 0.87177 -4.37782 1.15795  0.51
H 0.87104 -3.01822 3.57771  0.30
H 0.48327 -0.04453 0.90382  -1.07
H 0.27407 -3.07099 -7.07885  0.42
H 1.61871 4.04708 0.77584  0.36
H 3.77737 1.78271 4.33682  0.25
H 1.67421 -1.13779 -2.52402  0.10
H -6.23813 2.17605 1.79263  0.38
H -1.97636 1.88410 3.59622  0.52
H 3.48585 4.35303 2.10722  0.43
H -3.96960 2.89429 1.13822  0.41
H 1.20097 1.14825 -4.70232  0.40
H 2.19189 2.10359 -0.65753  -0.05
H -0.34946 0.78529 4.80508  0.35
H -0.60229 -4.51442 -0.70106  0.38
H 3.65713 2.91946 1.09463  0.29
H -7.23101 0.11312 0.81169  0.39
H -1.64977 -2.26807 -4.26054  0.63



no.,energy (Ha)
1,-3021.7789
2,-248.9671
3,-1189.8060
4,-4124.5403